2 unconnected molecules or ions with the total composition C4H11NO3, computed with ωB97M-V/def2-TZVPD.

Bonds (Å) are listed after each position.
Geometry (Å):
1 C 0.376 0.102 1.219  O2 1.409, C3 1.547, H8 1.088, H9 1.098
2 O 1.185 -0.991 1.587  C1 1.409, H10 0.973
3 C -0.464 -0.155 -0.053  C1 1.547, C4 1.528, N7 1.471, H11 1.094
4 C -1.855 0.437 0.177  C3 1.528, C5 1.496, H12 1.090, H13 1.093
5 C -2.856 0.194 -0.907  C4 1.496, O6 1.204, H14 1.118
6 O -3.954 0.683 -0.979  C5 1.204
7 N 0.203 0.538 -1.165  C3 1.471, H15 1.010, H16 1.010
8 H -0.259 0.311 2.078  C1 1.088
9 H 0.934 1.036 1.074  C1 1.098
10 H 1.950 -1.045 0.988  O2 0.973
11 H -0.534 -1.234 -0.220  C3 1.094
12 H -2.223 0.101 1.145  C4 1.090
13 H -1.768 1.527 0.195  C4 1.093
14 H -2.508 -0.479 -1.729  C5 1.118
15 H -0.172 0.288 -2.069  N7 1.010
16 H 1.203 0.426 -1.082  N7 1.010
17 H 4.063 -0.204 0.416  O19 0.967
18 H 3.430 -1.168 -0.591  O19 0.965
19 O 3.251 -0.366 -0.084  H17 0.967, H18 0.965

HOMO level: -9.40 eV
HOMO-LUMO gap: 9.557 eV
Energy above the lowest of the compared OMol25 structures with the same formula, charge and spin: 1.8836 eV

4 unconnected molecules or ions with the total composition C4H11NO3 in a non-equilibrium geometry, computed with ωB97M-V/def2-TZVPD.

Bonds (Å) are listed after each position.
Geometry (Å):
1 C 0.040 0.283 0.393  C2 1.381, C5 1.424, H6 1.075
2 C 0.499 1.583 0.473  C1 1.381, N3 1.356, H7 1.078
3 N 1.826 1.568 0.196  C2 1.356, C4 1.387, H8 1.009
4 C 2.270 0.255 0.132  N3 1.387, C5 1.374, H9 1.072
5 C 1.170 -0.565 0.215  C1 1.424, C4 1.374, H10 1.076
6 H -0.964 -0.062 0.566  C1 1.075
7 H -0.194 2.405 0.559  C2 1.078
8 H 2.391 2.334 -0.139  N3 1.009
9 H 3.314 0.042 0.014  C4 1.072
10 H 0.986 -1.620 0.317  C5 1.076
11 H -3.374 -1.869 -1.953  O13 0.988
12 H -4.303 -2.883 -2.584  O13 0.949
13 O -4.276 -1.965 -2.346  H11 0.988, H12 0.949
14 H 1.468 1.073 4.336  O16 0.951
15 H 1.183 0.824 2.821  O16 0.971
16 O 1.646 0.490 3.607  H14 0.951, H15 0.971
17 H -1.334 -0.902 -3.097  O19 0.958
18 H -1.426 -0.170 -1.755  O19 0.951
19 O -1.647 -0.984 -2.195  H17 0.958, H18 0.951

HOMO level: -8.80 eV
HOMO-LUMO gap: 9.431 eV
Energy above the lowest of the compared OMol25 structures with the same formula, charge and spin: 1.6657 eV

2 unconnected molecules or ions with the total composition C4H11NO3 in a non-equilibrium geometry, computed with ωB97M-V/def2-TZVPD.

Bonds (Å) are listed after each position.
Geometry (Å):
1 C 1.613 0.072 -0.014  N2 1.469, H8 1.069, H9 1.094, H10 1.072
2 N 0.484 0.488 0.830  C1 1.469, C4 1.472, H11 0.998
3 C -1.036 -0.494 -0.956  C4 1.540, H12 1.092, H13 1.107, H14 1.096
4 C -0.735 0.656 0.024  N2 1.472, C3 1.540, C5 1.555, H15 1.122
5 C -0.516 2.056 -0.615  C4 1.555, O6 1.363, O7 1.192
6 O -1.165 2.923 0.212  C5 1.363, H16 0.968
7 O 0.237 2.340 -1.494  C5 1.192
8 H 2.521 -0.255 0.447  C1 1.069
9 H 1.773 0.999 -0.572  C1 1.094
10 H 1.444 -0.620 -0.814  C1 1.072
11 H 0.418 -0.171 1.578  N2 0.998
12 H -1.292 -1.439 -0.472  C3 1.092
13 H -1.819 -0.141 -1.654  C3 1.107
14 H -0.233 -0.682 -1.678  C3 1.096
15 H -1.629 0.807 0.684  C4 1.122
16 H -0.854 3.825 0.050  O6 0.968
17 H -0.399 -3.460 1.955  O19 0.961
18 H 1.043 -3.634 1.301  O19 0.975
19 O 0.145 -3.272 1.186  H17 0.961, H18 0.975

HOMO level: -8.79 eV
HOMO-LUMO gap: 9.378 eV
Energy above the lowest of the compared OMol25 structures with the same formula, charge and spin: 1.6623 eV

2 unconnected molecules or ions with the total composition C4H11NO3 in a non-equilibrium geometry, computed with ωB97M-V/def2-TZVPD.

Bonds (Å) are listed after each position.
Geometry (Å):
1 O -1.132 -0.630 1.288  C2 1.192
2 C -0.494 -0.901 0.319  O1 1.192, O3 1.357, C4 1.524
3 O -0.874 -1.982 -0.409  C2 1.357, H8 0.970
4 C 0.564 -0.115 -0.445  C2 1.524, C5 1.519, N7 1.500, H9 1.114
5 C 0.914 1.206 0.218  C4 1.519, C6 1.537, H10 1.079, H11 1.109
6 C 2.017 0.953 1.258  C5 1.537, H12 1.130, H13 1.091, H14 1.093
7 N 1.740 -0.975 -0.802  C4 1.500, H15 1.032, H16 1.022
8 H -1.309 -2.624 0.174  O3 0.970
9 H 0.244 -0.064 -1.511  C4 1.114
10 H 1.210 1.911 -0.543  C5 1.079
11 H 0.028 1.600 0.758  C5 1.109
12 H 2.442 -0.091 1.324  C6 1.130
13 H 1.667 1.310 2.228  C6 1.091
14 H 2.891 1.557 1.000  C6 1.093
15 H 1.666 -1.208 -1.804  N7 1.032
16 H 2.588 -0.407 -0.746  N7 1.022
17 H -3.184 1.711 -0.434  O19 0.968
18 H -2.199 1.286 -1.591  O19 0.968
19 O -2.561 2.037 -1.099  H17 0.968, H18 0.968

HOMO level (alpha / beta): -14.72 / -14.72 eV
HOMO-LUMO gap (alpha / beta): 10.595 / 5.239 eV
2S+1: 2
Total charge: +1
Energy above the lowest of the compared OMol25 structures with the same formula, charge and spin: 2.0298 eV
⟨S²⟩: 0.76

2 unconnected molecules or ions with the total composition C4H11NO4 in a non-equilibrium geometry, computed with ωB97M-V/def2-TZVPD.

Bonds (Å) are listed after each position.
Geometry (Å):
1 C 0.087 -1.727 0.404  O2 1.426, C3 1.486, H9 1.160, H10 1.100
2 O 0.588 -2.603 -0.604  C1 1.426, H16 0.961
3 C 0.246 -0.261 0.215  C1 1.486, C4 1.537, N8 1.487, H11 1.083
4 C -0.098 0.122 -1.234  C3 1.537, C5 1.574, H12 1.094, H13 1.082
5 C -0.662 1.590 -1.171  C4 1.574, O6 1.337, O7 1.196
6 O -1.101 1.969 -2.376  C5 1.337, H14 0.963
7 O -0.822 2.238 -0.179  C5 1.196
8 N 1.671 0.123 0.399  C3 1.487, H15 1.003, H17 1.002
9 H 0.712 -1.961 1.353  C1 1.160
10 H -0.930 -2.107 0.581  C1 1.100
11 H -0.366 0.262 0.939  C3 1.083
12 H 0.760 0.091 -1.912  C4 1.094
13 H -0.899 -0.503 -1.604  C4 1.082
14 H -0.933 1.281 -3.027  O6 0.963
15 H 1.747 1.116 0.279  N8 1.003
16 H 1.279 -2.220 -1.150  O2 0.961
17 H 2.337 -0.482 -0.041  N8 1.002
18 H -0.668 0.839 3.560  O20 0.967
19 H -1.507 1.551 2.567  O20 0.974
20 O -1.441 0.681 3.002  H18 0.967, H19 0.974

HOMO level: -9.30 eV
HOMO-LUMO gap: 9.660 eV
Energy above the lowest of the compared OMol25 structures with the same formula, charge and spin: 1.1611 eV

2 unconnected molecules or ions with the total composition C4H11NO4PS in a non-equilibrium geometry, computed with ωB97M-V/def2-TZVPD.

Bonds (Å) are listed after each position.
Geometry (Å):
1 C 1.511 1.177 -1.867  C3 1.473, H12 1.061, H13 1.140, H14 1.150
2 C 3.092 -0.631 1.318  N5 1.416, H15 1.071, H16 1.206, H17 1.055
3 C 1.029 1.351 -0.486  C1 1.473, C4 1.279, H19 1.024
4 C 1.445 0.524 0.395  C3 1.279, N5 1.234
5 N 1.781 -0.598 0.784  C2 1.416, C4 1.234, O6 1.362
6 O 1.006 -1.717 0.746  N5 1.362, H18 1.043
7 O -3.174 0.210 -1.359  P10 1.624, H21 0.926
8 O -3.687 -1.437 0.518  P10 1.630, H22 0.975
9 O -1.204 -0.692 0.109  P10 1.514
10 P -2.652 -0.247 0.109  O7 1.624, O8 1.630, O9 1.514, S11 2.039
11 S -3.071 1.202 1.481  P10 2.039, H20 1.386
12 H 1.927 0.223 -2.077  C1 1.061
13 H 2.087 2.066 -2.288  C1 1.140
14 H 0.574 1.204 -2.534  C1 1.150
15 H 3.402 -1.619 1.591  C2 1.071
16 H 3.265 0.029 2.312  C2 1.206
17 H 3.745 -0.173 0.627  C2 1.055
18 H 0.005 -1.505 0.546  O6 1.043
19 H 0.254 1.999 -0.319  C3 1.024
20 H -4.327 1.165 0.897  S11 1.386
21 H -3.644 -0.500 -1.724  O7 0.926
22 H -3.364 -2.031 1.220  O8 0.975

HOMO level: -13.97 eV
HOMO-LUMO gap: 10.490 eV
Total charge: +1
Energy above the lowest of the compared OMol25 structures with the same formula, charge and spin: 0.0757 eV

A single C4H11NO7S2 molecule in a non-equilibrium geometry, computed with ωB97M-V/def2-TZVPD.

Bonds (Å) are listed after each position.
Geometry (Å):
1 C 0.674 3.088 1.176  C3 1.498, H15 1.038, H16 1.142, H17 1.127
2 C 0.118 -1.357 -2.916  C4 1.535, H18 1.199, H19 1.135, H20 1.078
3 C 1.418 1.794 1.309  C1 1.498, O11 1.507, H21 1.087, H22 1.074
4 C 0.511 -1.242 -1.437  C2 1.535, O12 1.365, H23 1.069, H24 1.061
5 N -1.269 -0.995 1.167  O10 1.368, S13 1.686, S14 1.712
6 O -1.421 1.303 2.096  S13 1.415
7 O -1.585 0.916 -0.418  S13 1.435
8 O -2.384 -1.789 -0.977  S14 1.429
9 O -1.611 -3.460 0.697  S14 1.408
10 O -0.302 -1.393 2.049  N5 1.368, H25 0.942
11 O 0.565 0.636 0.861  C3 1.507, S13 1.624
12 O 0.039 -2.252 -0.649  C4 1.365, S14 1.633
13 S -1.059 0.655 0.891  N5 1.686, O6 1.415, O7 1.435, O11 1.624
14 S -1.455 -2.242 0.010  N5 1.712, O8 1.429, O9 1.408, O12 1.633
15 H 0.105 3.079 0.308  C1 1.038
16 H -0.006 3.346 2.056  C1 1.142
17 H 1.484 3.863 1.283  C1 1.127
18 H 0.386 -2.423 -3.395  C2 1.199
19 H -0.988 -1.100 -2.953  C2 1.135
20 H 0.675 -0.799 -3.651  C2 1.078
21 H 1.478 1.495 2.352  C3 1.087
22 H 2.311 1.791 0.711  C3 1.074
23 H 0.192 -0.302 -1.041  C4 1.069
24 H 1.552 -1.286 -1.232  C4 1.061
25 H 0.571 -1.324 1.702  O10 0.942

HOMO level: -11.19 eV
HOMO-LUMO gap: 11.596 eV

2 unconnected molecules or ions with the total composition C4H11NOS in a non-equilibrium geometry, computed with ωB97M-V/def2-TZVPD.

Bonds (Å) are listed after each position.
Geometry (Å):
1 C -0.750 0.173 3.111  N2 1.361, O3 1.208, H4 1.103
2 N -1.288 1.411 2.938  C1 1.361, H5 0.988, H6 0.995
3 O -0.804 -0.719 2.298  C1 1.208
4 H -0.184 0.112 4.056  C1 1.103
5 H -1.285 2.049 3.692  N2 0.988
6 H -1.819 1.580 2.114  N2 0.995
7 C 0.451 0.945 -0.049  C8 1.525, H11 1.091, H12 1.084, H13 1.087
8 C 0.727 0.170 -1.332  C7 1.525, S9 1.819, H14 1.090, H15 1.090
9 S -0.004 -1.493 -1.248  C8 1.819, C10 1.808
10 C 0.391 -2.030 -2.928  S9 1.808, H16 1.091, H17 1.088, H18 1.086
11 H 0.837 1.958 -0.176  C7 1.091
12 H 0.903 0.480 0.819  C7 1.084
13 H -0.615 1.010 0.160  C7 1.087
14 H 1.796 0.042 -1.496  C8 1.090
15 H 0.275 0.713 -2.161  C8 1.090
16 H -0.095 -1.363 -3.642  C10 1.091
17 H 1.469 -2.008 -3.071  C10 1.088
18 H -0.005 -3.029 -3.086  C10 1.086

HOMO level: -8.12 eV
HOMO-LUMO gap: 9.068 eV
Energy above the lowest of the compared OMol25 structures with the same formula, charge and spin: 0.6062 eV

Q: What is the formula in the eighth record?
A: C4H11NOS